[1]
{
  "formula": "C26H25O2ReSSbSe4Si",
  "method": "ωB97M-V with the def2-TZVPD basis set",
  "elements": ["Re", "Se", "Sb", "Se", "Se", "Se", "O", "Si", "C", "C", "C", "C", "C", "C", "C", "C", "C", "C", "C", "C", "C", "C", "C", "C", "C", "C", "H", "H", "H", "H", "H", "H", "H", "H", "H", "H", "H", "H", "H", "H", "H", "C", "C", "C", "C", "C", "C", "C", "S", "C", "O", "H", "H", "H", "H", "H", "H", "H", "H", "H", "H"],
  "coordinates": [[0.4336, 0.1981, -0.2867], [4.1947, 0.3807, -3.5161], [2.3099, -0.9029, -3.3792], [0.3261, 1.1487, -2.3000], [2.1502, -1.2235, -0.2713], [0.9242, -2.5515, -4.1390], [0.3774, 1.3078, 1.3704], [0.4482, 1.4711, 2.9176], [1.8803, 2.6808, 3.5742], [2.8112, 2.6755, 2.4915], [4.1319, 2.3641, 2.7171], [4.5680, 2.0784, 4.0098], [3.6789, 2.0593, 5.0839], [2.3556, 2.3710, 4.8808], [0.5016, 3.4206, 3.4091], [-0.4420, 3.4099, 4.4719], [-1.5557, 4.2252, 4.4190], [-1.7391, 5.0744, 3.3356], [-0.8204, 5.1063, 2.2846], [0.2911, 4.2989, 2.3146], [-0.2100, 0.2696, 4.1069], [0.6283, -0.5089, 4.9131], [0.0803, -1.4736, 5.7454], [-1.2953, -1.6580, 5.7772], [-2.1343, -0.8931, 4.9725], [-1.5982, 0.0620, 4.1266], [2.4733, 2.8787, 1.4845], [4.8320, 2.3615, 1.8935], [5.6171, 1.8760, 4.1850], [4.0337, 1.8358, 6.0808], [1.6837, 2.4019, 5.7268], [-0.3080, 2.7622, 5.3275], [-2.2663, 4.2141, 5.2335], [-2.6003, 5.7296, 3.3094], [-0.9668, 5.7870, 1.4575], [1.0093, 4.3536, 1.5099], [1.7024, -0.3673, 4.9025], [0.7231, -2.0741, 6.3741], [-1.7206, -2.4003, 6.4396], [-3.2059, -1.0346, 5.0203], [-2.2592, 0.6552, 3.5042], [1.0742, -6.4794, 1.3340], [0.3068, -5.2441, 0.9773], [-0.1230, -5.0162, -0.3278], [-0.8632, -3.8880, -0.6476], [-1.1856, -2.9883, 0.3614], [-0.7603, -3.1845, 1.6773], [-0.0154, -4.3056, 1.9690], [-2.1071, -1.5850, -0.1134], [-3.4982, -1.5776, 0.9937], [-1.3178, -0.3268, 0.4863], [1.5070, -6.9506, 0.4546], [0.4094, -7.2049, 1.8075], [1.8713, -6.2573, 2.0425], [0.1185, -5.7325, -1.1022], [-1.1979, -3.7186, -1.6633], [-1.0058, -2.4705, 2.4561], [0.3176, -4.4789, 2.9846], [-3.1559, -1.7006, 2.0189], [-4.1361, -2.4100, 0.6954], [-4.0249, -0.6374, 0.8458]],
  "forces_ev_per_angstrom": [[0.6155, -0.2508, -0.5456], [0.1089, 0.0371, -0.0436], [-0.0570, 0.1182, 0.0709], [-0.1618, 0.0571, 0.1011], [-0.2859, -0.0085, 0.1549], [-0.0501, -0.1347, -0.0820], [-0.0470, 0.2572, 0.2869], [-0.2902, -0.1726, -0.1833], [0.0900, 0.3936, 0.0599], [-0.0699, -0.1023, 0.0579], [-0.0049, -0.0493, 0.0257], [0.0432, 0.0000, -0.0168], [-0.0033, -0.0219, -0.0377], [-0.0866, -0.0192, -0.0276], [0.2026, 0.0030, 0.1305], [-0.0127, 0.0174, -0.0143], [-0.0158, -0.0256, -0.0269], [-0.0246, 0.0253, 0.0069], [0.0135, -0.0359, -0.0062], [-0.0158, -0.0444, -0.0269], [0.0965, -0.1040, -0.0952], [-0.0474, 0.0273, 0.0301], [-0.0127, 0.0117, -0.0200], [-0.0103, -0.0439, 0.0255], [0.0033, 0.0120, -0.0003], [0.0342, 0.0065, 0.0333], [0.0327, 0.0598, -0.0008], [0.0090, 0.0127, -0.0013], [0.0015, -0.0292, -0.0044], [0.0021, 0.0201, 0.0051], [0.0150, 0.0409, 0.0128], [0.0178, 0.0184, 0.0157], [-0.0032, 0.0016, 0.0062], [-0.0089, 0.0022, 0.0039], [-0.0025, 0.0015, -0.0053], [0.0070, 0.0177, 0.0092], [0.0080, -0.0011, -0.0188], [0.0082, -0.0035, 0.0067], [-0.0037, -0.0007, 0.0076], [-0.0088, -0.0062, -0.0007], [0.0094, 0.0090, -0.0189], [0.0155, -0.0031, -0.0155], [-0.0085, -0.0055, -0.0049], [-0.0077, 0.0233, 0.0004], [0.0012, -0.0334, 0.0215], [-0.0146, 0.0350, 0.0882], [-0.0354, 0.0041, -0.0185], [0.0007, -0.0012, -0.0022], [-0.0307, 0.0990, -0.1520], [-0.0073, -0.1297, -0.0352], [-0.0055, -0.1254, 0.2136], [0.0011, -0.0090, -0.0030], [-0.0022, -0.0004, 0.0002], [0.0019, -0.0074, 0.0071], [0.0023, -0.0043, -0.0028], [0.0022, 0.0153, -0.0123], [0.0060, 0.0081, 0.0016], [0.0037, 0.0033, 0.0105], [-0.0047, 0.0236, -0.0010], [-0.0101, -0.0025, 0.0297], [-0.0034, 0.0137, 0.0006]],
  "homo_lumo_gap_ev": 6.29,
  "total_charge": 3,
  "lumo_ev": -9.85
}



[2]
{
  "formula": "C14H25N2O2",
  "method": "ωB97M-V with the def2-TZVPD basis set",
  "elements": ["C", "O", "C", "C", "N", "C", "C", "O", "C", "C", "N", "C", "C", "C", "C", "C", "C", "C", "H", "H", "H", "H", "H", "H", "H", "H", "H", "H", "H", "H", "H", "H", "H", "H", "H", "H", "H", "H", "H", "H", "H", "H", "H"],
  "coordinates": [[-1.2005, 4.1121, -0.4738], [-0.2176, 3.1039, -0.2819], [0.4791, 2.7853, -1.4823], [1.5687, 1.7965, -1.1309], [1.1213, 0.8254, -0.0307], [1.8774, 1.0934, 1.2666], [0.9147, 1.0340, 2.4340], [-0.3305, 0.5276, 1.9653], [-1.3085, 0.3162, 2.9744], [1.2635, -0.5142, -0.3976], [0.1653, -1.0188, -1.2432], [0.3693, -0.7965, -2.6614], [-0.4987, -2.1773, -0.8017], [-1.0592, -2.1453, 0.4909], [-1.5652, -3.3023, 1.0755], [-1.5582, -4.5012, 0.3503], [-1.0741, -4.5236, -0.9640], [-0.5907, -3.3560, -1.5645], [-1.4651, 4.4694, 0.5231], [-0.8402, 4.9660, -1.0858], [-2.1087, 3.7117, -0.9603], [-0.2163, 2.3850, -2.2415], [0.9527, 3.6964, -1.8962], [1.9252, 1.2251, -1.9957], [2.4137, 2.3471, -0.7055], [0.1305, 1.0108, 0.2017], [2.6455, 0.3190, 1.3471], [2.3485, 2.0776, 1.2031], [1.3124, 0.3669, 3.2199], [0.7528, 2.0400, 2.8539], [-2.1461, -0.1961, 2.4956], [-0.9276, -0.3221, 3.7906], [-1.6532, 1.2654, 3.4143], [1.3207, -1.1315, 0.5095], [2.2183, -0.6346, -0.9389], [-0.5315, -1.0808, -3.2219], [0.5474, 0.2734, -2.8083], [1.2326, -1.3510, -3.0504], [-1.0731, -1.1932, 1.0286], [-1.9475, -3.2637, 2.0978], [-1.9611, -5.4077, 0.8107], [-1.0620, -5.4642, -1.5225], [-0.2239, -3.3681, -2.5939]],
  "forces_ev_per_angstrom": [[-0.5252, 0.3634, -0.1014], [0.5117, -0.0542, -0.5483], [-0.5204, 0.3188, -0.0712], [0.4187, 0.1856, 0.5324], [0.3570, 3.6394, 0.5034], [0.1672, 0.0218, -0.5374], [-0.8765, -0.0746, 0.9172], [0.3737, 0.1252, 0.2192], [-0.1413, 0.0282, 0.4915], [-0.3799, -4.4695, -1.4625], [0.7013, 1.2865, 0.4237], [-0.1563, -0.0456, -0.0961], [-0.5426, -0.8912, 0.5999], [0.1799, -0.1047, -0.1431], [0.1397, -0.0897, -0.4067], [-0.0247, 0.0413, 0.0002], [-0.2932, 0.1731, 0.1990], [0.3820, 0.2634, 0.3493], [-0.0077, 0.0118, -0.1901], [0.0579, -0.4987, 0.3763], [0.3803, 0.0137, 0.1404], [0.1195, 0.0616, 0.2310], [-0.1675, -0.3866, 0.0363], [-0.1304, 0.2719, 0.3725], [-0.1192, -0.2060, -0.2448], [0.0423, 0.0132, -0.1164], [-0.0252, 0.2694, -0.1065], [-0.1287, -0.3154, 0.0165], [-0.1238, 0.3320, -0.1876], [0.1385, -0.2774, -0.0168], [0.0814, 0.1803, 0.1060], [0.0189, 0.1680, -0.3365], [0.1214, -0.2004, -0.2199], [-0.2084, 0.1484, -0.3271], [-0.0834, 0.0734, 0.2427], [0.3101, 0.1146, 0.1891], [-0.2170, -0.3653, -0.3491], [-0.0331, -0.0174, -0.1124], [0.1002, -0.6084, -0.3253], [0.0126, -0.0810, -0.3607], [0.2444, 0.2883, -0.2276], [-0.0995, 0.4014, 0.1652], [-0.0548, -0.1087, 0.3759]],
  "homo_lumo_gap_ev": 8.88,
  "smiles": "COCC[NH+](CCOC)CN(C)c1ccccc1",
  "total_charge": 1,
  "lumo_ev": -2.17,
  "relative_energy_ev": 0.0000
}



[3]
{
  "formula": "CH7O4P2",
  "method": "ωB97M-V with the def2-TZVPD basis set",
  "elements": ["O", "P", "O", "O", "P", "H", "H", "H", "H", "C", "O", "H", "H", "H"],
  "coordinates": [[1.9919, -1.3269, 0.5389], [1.5503, -0.5697, -0.7764], [2.1018, 1.0844, -0.8910], [2.0232, -1.3716, -2.2650], [-0.6736, -0.5644, -0.8113], [1.9440, 1.3226, -1.8707], [2.9478, -1.7779, -2.1780], [-0.9789, -1.8792, -1.3927], [-1.1511, 0.3739, -1.8124], [-1.9477, 0.9540, 2.2555], [-1.8301, 1.3743, 1.0049], [-2.4570, -0.0111, 2.4187], [-1.0162, 0.7919, 2.8240], [-2.5045, 1.5997, 2.9557]],
  "forces_ev_per_angstrom": [[-0.8400, 2.7440, -4.7237], [1.0387, -1.5299, 1.6825], [-1.0098, -2.7755, -2.1004], [1.5426, 0.7179, 2.3021], [-0.7921, 0.1945, 1.1882], [0.3105, -0.4037, 2.1450], [-1.7780, 0.8598, 0.0486], [0.7285, 0.9668, -0.4061], [0.7569, -0.7993, 0.2373], [0.0223, -0.2869, 0.8099], [0.0944, 0.3806, -1.2462], [-0.4074, -0.7230, -0.2241], [0.7791, -0.0005, 0.0815], [-0.4458, 0.6551, 0.2055]],
  "homo_lumo_gap_ev": 5.03,
  "total_charge": -1,
  "lumo_ev": 2.85,
  "relative_energy_ev": 1.8515
}



[4]
{
  "formula": "C4H5Cl2N3O",
  "method": "ωB97M-V with the def2-TZVPD basis set",
  "elements": ["C", "C", "C", "C", "N", "N", "N", "O", "Cl", "Cl", "H", "H", "H", "H", "H"],
  "coordinates": [[1.6454, -0.2965, -2.7105], [0.1217, 1.0966, 0.0923], [0.5909, -1.1235, -0.6178], [-0.8959, -0.7172, 1.2620], [1.3221, -0.3409, -1.5570], [-0.0570, -0.1854, 0.2477], [-0.4603, 2.0325, 0.6263], [2.2115, -0.0015, -3.6748], [-0.1444, 3.6291, 0.3989], [-1.7444, 2.0919, 2.3622], [-0.1911, -1.7177, -0.9793], [1.3448, -1.6872, -0.1553], [-1.2765, -0.0672, 2.0256], [-1.8419, -1.1053, 0.9235], [-0.6247, -1.6078, 1.7562]],
  "forces_ev_per_angstrom": [[0.9333, 0.7936, 1.0323], [-0.5445, -0.7452, 0.1711], [0.7627, 1.8467, -0.7311], [-2.2706, -0.8337, 0.7533], [-0.8703, -0.6531, -0.3821], [0.4680, 0.0982, 1.0094], [-0.3303, 0.7752, 0.4670], [-0.1375, -0.3006, -1.4652], [0.1584, 1.1608, 0.0070], [0.1894, 0.1351, -0.3712], [-0.8631, -1.2305, -1.1685], [0.6055, -1.1432, 1.3456], [0.7539, 0.8321, 0.1134], [-0.7265, 0.1982, -1.3474], [1.8715, -0.9336, 0.5665]],
  "homo_lumo_gap_ev": [7.88, 7.87],
  "lumo_ev": [-1.36, -1.37],
  "relative_energy_ev": 1.6477
}



Question: What is the formula in the fourth record?
Answer: C4H5Cl2N3O



Question: Number 3 is which compound?
Answer: CH7O4P2